This record from the OMol25 dataset describes the molecule C19H20N4OS2 in a non-equilibrium geometry. The level of theory is ωB97M-V/def2-TZVPD.

Properties
**Highest occupied orbital energy**: -7.732 eV
**E_LUMO**: 0.5 eV
**Orbital gap**: 8.21 eV
**ΔE to the lowest compared entry with this formula, charge and spin**: 170.8 kJ/mol
**SMILES string**: S=C(NCc1ccco1)N1CCN(c2nc(-c3ccccc3)cs2)CC1

```
! wB97M-V def2-TZVPD RIJCOSX def2/J DEFGRID3
* xyz 0 1
S -4.104 -2.582 0.082
C -3.189 -1.277 -0.378
N -3.686 -0.025 -0.264
C -5.068 0.212 0.104
C -5.273 1.656 0.402
C -5.866 2.294 1.449
C -5.781 3.681 1.170
C -5.138 3.783 -0.022
O -4.827 2.564 -0.499
N -1.930 -1.412 -0.867
C -1.266 -2.697 -0.853
C 0.029 -2.615 -0.056
N 0.884 -1.596 -0.627
C 2.043 -1.263 -0.030
N 2.803 -0.285 -0.378
C 3.935 -0.210 0.391
C 4.904 0.843 0.120
C 6.009 1.062 0.942
C 6.909 2.069 0.651
C 6.723 2.875 -0.461
C 5.628 2.667 -1.282
C 4.725 1.662 -0.996
C 4.026 -1.172 1.353
S 2.656 -2.225 1.323
C 0.295 -0.713 -1.605
C -1.091 -0.260 -1.149
H -3.242 0.740 -0.748
H -5.738 -0.111 -0.709
H -5.305 -0.389 0.985
H -6.309 1.835 2.308
H -6.146 4.483 1.777
H -4.850 4.628 -0.615
H -1.062 -3.023 -1.878
H -1.946 -3.416 -0.391
H -0.196 -2.378 0.994
H 0.544 -3.582 -0.077
H 6.163 0.446 1.815
H 7.761 2.228 1.296
H 7.430 3.661 -0.684
H 5.477 3.293 -2.150
H 3.870 1.489 -1.629
H 4.801 -1.348 2.070
H 0.955 0.148 -1.714
H 0.223 -1.224 -2.572
H -1.537 0.349 -1.946
H -0.988 0.361 -0.248
*
```